Entry 1:
{"formula": "C8H10Br2O2S", "method": "ωB97M-V/def2-TZVPD", "gap_ev": 10.1, "de_lowest_kj_mol": 0.0, "lumo_ev": 0.361, "symbols": ["H", "H", "C", "C", "H", "Br", "S", "C", "H", "H", "O", "C", "Br", "C", "H", "H", "C", "H", "O", "C", "C", "H", "H"], "xyz": [[0.7467, -0.1200, 2.7594], [-0.0418, -2.5597, -2.5338], [0.7446, -1.8301, -2.5270], [0.6544, -0.3683, 0.1554], [1.7240, -2.1512, -2.1590], [-0.5741, -2.3778, 1.7183], [0.4625, -0.1753, -1.7121], [-0.7852, -0.7184, 0.7234], [-0.1745, 1.6585, 2.9028], [0.0378, 2.6697, -0.4919], [-0.8850, 0.2216, -1.9336], [0.2521, 0.7075, 2.2619], [0.7216, -1.4174, -4.4477], [0.8130, 0.9715, 0.8784], [-1.9559, 0.1146, 2.4156], [1.3023, -1.1091, 0.2048], [-1.1738, 0.3566, 1.6613], [-2.3298, 1.8919, 0.6892], [1.5318, 0.5626, -2.3137], [-1.3464, 1.6063, 0.7519], [-0.1500, 1.9071, 0.3062], [1.9134, 1.1230, 0.7753], [-1.4877, -0.9636, -0.0851]]}

***

Entry 2:
{"formula": "C4H20NO6", "method": "ωB97M-V/def2-TZVPD", "gap_ev": [3.3, 7.8], "lumo_ev": [0.191, 0.091], "spin_multiplicity": 2, "s2": 0.75, "symbols": ["H", "H", "O", "H", "H", "C", "H", "H", "H", "H", "H", "H", "H", "O", "C", "H", "O", "H", "H", "H", "O", "H", "H", "H", "O", "N", "H", "H", "C", "O", "C"], "xyz": [[1.2888, 2.7279, -0.7250], [3.2695, 0.5754, -2.0142], [-2.3045, 1.9290, -0.0769], [-0.5986, -2.0054, -2.5051], [-1.1261, 0.3874, 2.5441], [-0.2248, -1.0151, -0.7167], [-1.5205, 2.2447, 0.3473], [-0.1881, -2.7010, 0.7900], [-2.9051, 2.6740, -0.1231], [1.5427, 1.7161, 3.0650], [-2.6959, 1.1992, 2.6697], [0.8579, -0.8490, -2.5962], [-1.5829, -0.3711, 0.6795], [2.5353, 0.0986, -1.6384], [-0.2041, -1.0952, -2.2523], [0.4466, -3.1442, -0.5564], [1.0175, 1.9352, -0.4205], [0.1819, -0.0312, -0.3581], [-2.4723, -0.2629, -0.7133], [-0.8478, -0.3127, -2.9301], [1.0130, 1.5719, 2.1990], [2.5642, -2.3188, 0.3970], [1.9522, 0.7671, -1.3275], [1.0494, 0.6622, 2.0515], [1.6841, -0.5949, 1.0181], [-1.7332, -0.8208, -0.1724], [1.1995, 2.0618, 0.5098], [-2.1705, -1.6866, 0.1999], [1.6687, -1.7036, 0.5203], [-2.0684, 0.5305, 2.1817], [0.3716, -2.1683, -0.0464]]}

***

Entry 3:
{"formula": "ClH22O15", "method": "ωB97M-V/def2-TZVPD", "charge": -1, "gap_ev": 9.8, "de_lowest_kj_mol": 1114.6, "lumo_ev": 2.886, "symbols": ["O", "O", "H", "H", "H", "H", "H", "O", "H", "O", "H", "O", "O", "O", "H", "H", "H", "H", "H", "H", "O", "H", "O", "H", "H", "O", "O", "H", "O", "O", "O", "O", "H", "Cl", "H", "H", "H", "H"], "xyz": [[-3.0877, -1.6952, -0.2918], [-1.4349, 1.2819, 2.1059], [0.1755, -1.3462, -1.2502], [-0.8043, -0.8543, 1.7542], [0.9042, -2.1971, -2.2684], [0.8509, -1.5243, 2.5932], [2.1837, 1.0232, 0.9226], [2.8985, -1.8720, 0.2165], [-0.4873, 2.2329, -1.6105], [-2.6160, 1.9123, -0.1910], [0.5280, 1.9511, -0.5235], [-0.5006, -0.9340, 2.6584], [0.0444, -1.8277, -2.0670], [0.6298, -1.3064, 0.2930], [-0.8275, 1.9161, 1.7250], [-3.4330, -1.0012, -0.8534], [1.1799, 0.3984, -1.4895], [1.9663, -2.0289, 0.0664], [-1.3615, 0.7236, -2.8476], [-1.3705, 0.5156, 1.5359], [1.7884, -1.5001, 2.4015], [2.2467, 1.4624, -1.6374], [-1.7498, -0.1512, -2.8340], [-1.1956, -0.6505, -2.2341], [-2.6159, -1.2316, 0.4001], [-1.4275, -0.2425, 0.6259], [0.5977, 1.0427, 0.6880], [3.1585, -1.2785, -0.4880], [3.1035, 1.0505, 1.1864], [-0.0917, 2.6145, -0.8269], [-0.1419, 0.1996, -1.3140], [1.6622, 0.9006, -2.1463], [-2.6008, 2.3704, -1.0314], [-0.0675, -0.0889, 0.0796], [-1.3011, -0.9165, 3.1829], [1.8388, -1.2345, 1.4833], [-1.7425, 1.5291, -0.1108], [3.1006, 0.7568, 2.0974]]}

***

Entry 4:
{"formula": "C40H55BCoN2O4", "method": "ωB97M-V/def2-TZVPD", "charge": 1, "gap_ev": [7.8, 6.2], "de_lowest_kj_mol": 0.0, "lumo_ev": [-2.077, -4.281], "spin_multiplicity": 5, "s2": 6.03, "symbols": ["C", "C", "C", "C", "O", "C", "H", "H", "C", "C", "H", "H", "C", "C", "H", "C", "H", "O", "C", "C", "H", "H", "H", "B", "H", "C", "H", "H", "C", "H", "H", "C", "H", "C", "H", "O", "H", "H", "N", "H", "H", "H", "H", "C", "Co", "C", "H", "C", "C", "C", "H", "C", "C", "C", "C", "H", "H", "H", "H", "H", "H", "C", "N", "C", "H", "H", "H", "H", "H", "C", "H", "H", "C", "H", "C", "C", "H", "H", "H", "H", "H", "C", "C", "H", "C", "H", "H", "H", "C", "C", "H", "C", "H", "H", "H", "C", "H", "H", "C", "C", "H", "O", "H"], "xyz": [[3.7581, 2.8702, -0.2465], [-4.9962, -2.9195, -0.6687], [2.8333, -1.3355, 0.5012], [4.9187, -1.9096, 2.3939], [-2.7314, -2.1534, -1.3759], [1.2465, 5.9804, 1.2719], [5.3838, 4.9411, 0.7941], [-0.1890, -6.5089, -0.8941], [2.8678, 3.9603, -0.0666], [1.3306, -3.4050, -0.7155], [1.4123, -6.1646, -2.7723], [4.2088, -5.1789, 1.5670], [-5.8143, -4.7433, 2.6085], [4.3058, -4.3062, 2.2121], [2.7050, -5.5310, -1.7682], [0.7186, -4.6219, -1.4321], [-6.9704, -2.9996, 3.2176], [-0.3266, 2.3333, -0.3793], [0.2436, -5.6437, -0.3904], [-0.4471, -4.3097, -2.3772], [3.3648, -0.5395, 0.9936], [1.0671, -5.9955, 0.2301], [3.8720, 0.7602, -0.5328], [-1.5344, -2.2715, -0.7063], [7.0252, 2.3868, 0.7334], [5.9440, 2.2597, 0.7825], [-1.2412, 5.9574, 0.5804], [0.4715, 5.4087, -2.0571], [3.2513, -2.6502, 0.6405], [5.1897, -0.9829, 1.8874], [0.6910, 6.9140, 1.3647], [-5.0212, -4.0032, 1.5325], [-1.4010, -4.2192, -1.8561], [-2.9887, -3.1887, 0.6235], [-5.1776, -6.6915, 1.8748], [-0.3811, -1.6911, -1.1911], [-6.6467, -6.7305, 2.8551], [5.3961, -3.9915, -0.3232], [1.1659, 0.2479, -0.3896], [1.8822, 6.2306, -1.3867], [1.1456, 5.4312, 2.2085], [-5.5646, 1.4434, -0.3426], [-4.7191, 3.0091, -0.4620], [5.2694, 3.0717, -0.3318], [-0.6910, 0.5317, -0.9046], [0.6847, 5.1652, 0.0959], [6.7619, 4.6172, -0.2486], [2.5181, -3.6331, -0.0093], [1.8335, 1.4158, -0.3064], [1.8087, -5.2571, -2.3172], [4.1210, -1.6933, 3.1050], [-5.6641, -3.5553, 0.3747], [-5.0346, -4.8397, 3.9207], [4.5171, -3.0134, 1.4134], [5.7618, 2.5708, -1.6957], [5.7939, -2.2295, 2.9582], [6.5636, -3.5313, 0.9188], [0.2697, 6.9000, -1.1319], [-4.7156, -3.8593, 4.2762], [-4.1554, -5.4769, 3.8291], [-6.7259, -3.7176, 0.2652], [5.6537, -3.2219, 0.4046], [-2.6560, 0.7882, -1.2632], [1.4933, 3.8678, -0.0518], [2.1013, -4.5767, -3.1179], [-5.6710, -5.2812, 4.6868], [-1.3324, 4.5485, -0.4794], [-3.0892, -4.1455, 2.5242], [-0.5835, -5.1569, -3.0514], [-3.6416, -2.7467, -0.5125], [3.3027, 4.9419, 0.0318], [-0.5131, -5.2123, 0.2647], [3.2309, 1.6081, -0.3525], [-0.2753, -3.4291, -2.9953], [-7.1390, -4.0279, 2.8959], [-3.6393, 1.3600, -1.1194], [-7.7986, -4.0118, 2.0305], [5.2509, 5.1670, -0.9579], [-0.9897, 4.3380, 1.2368], [6.8387, 2.7188, -1.7791], [5.8653, -2.3003, -0.1382], [-6.1039, -6.1619, 2.0996], [5.6775, 4.5379, -0.1758], [2.8712, -4.6501, 0.0434], [0.8393, 5.9730, -1.1989], [5.6064, 2.5863, 1.7666], [3.4163, -4.2437, 2.8392], [5.2802, 3.1129, -2.5102], [0.9471, 2.5718, -0.2426], [1.6788, -1.0329, -0.2155], [5.7317, 1.1948, 0.6869], [-4.9006, 2.0541, -0.9518], [-5.5110, -2.5998, -1.5632], [5.1651, -4.4824, 2.8591], [5.5607, 1.5086, -1.8314], [-0.8116, 4.9756, 0.3725], [2.2957, 6.2410, 1.1447], [-5.3469, 2.2221, -1.9311], [0.8893, -2.0879, -0.7140], [-3.6398, -3.8159, 1.6576], [-7.6699, -4.5476, 3.6938], [-1.6360, -2.8837, 0.5242], [-6.7093, -6.1389, 1.1929]]}

***

Entry 5:
{"formula": "C37H81N4O3", "method": "ωB97M-V/def2-TZVPD", "charge": 3, "gap_ev": 6.3, "de_lowest_kj_mol": 118.9, "lumo_ev": -4.349, "symbols": ["H", "C", "C", "H", "H", "C", "C", "H", "H", "H", "C", "H", "C", "H", "H", "H", "H", "N", "H", "H", "H", "H", "H", "H", "H", "C", "C", "H", "H", "H", "H", "H", "H", "H", "H", "H", "H", "H", "C", "H", "H", "C", "H", "H", "H", "H", "C", "O", "H", "H", "H", "C", "H", "H", "C", "C", "H", "H", "H", "H", "H", "H", "H", "C", "C", "C", "C", "H", "H", "N", "C", "H", "H", "C", "C", "H", "C", "C", "H", "C", "C", "C", "H", "H", "C", "C", "C", "H", "C", "C", "O", "O", "H", "N", "H", "H", "H", "H", "C", "H", "H", "H", "H", "H", "H", "H", "C", "C", "C", "H", "C", "H", "H", "H", "H", "H", "H", "C", "N", "H", "H", "H", "H", "H", "H"], "xyz": [[5.2148, -3.6059, -2.0707], [-11.6685, -3.1541, -0.6450], [-3.6064, 8.7463, -1.9865], [7.3921, -1.4809, 6.3096], [-6.4332, -4.6409, -1.3093], [4.7567, -4.9203, -4.4807], [8.5768, -0.4378, 4.1892], [-4.8593, -3.8488, -3.1797], [-5.8339, -1.3592, -3.8634], [0.6643, -6.5681, 0.1824], [-3.4460, 7.3369, -2.4214], [4.3541, -5.9012, -4.2279], [-0.4435, 8.3335, -1.3579], [8.7519, 1.1104, 2.6818], [5.4542, -2.3946, -3.3851], [4.3851, -4.0040, 7.2608], [-7.7881, -1.6792, -0.0215], [-7.7592, -3.0770, -1.5918], [-3.1585, 9.4913, -2.6440], [2.2201, -2.7493, -4.4394], [-11.8017, -4.1413, -0.2026], [9.9505, 0.0168, 2.5093], [-7.9371, -0.9439, -2.1858], [2.2666, -7.2877, -1.7262], [2.1451, 9.2403, -1.5627], [-5.8859, -3.4959, -3.2781], [0.1876, 9.5655, -0.6155], [-4.4081, 6.8400, -2.2969], [-1.4924, 6.3093, -2.2559], [8.4130, -0.5539, 2.0198], [-12.1801, -3.7329, -2.6338], [1.0070, 10.3614, -2.4293], [4.3586, -5.9474, -1.8983], [-2.6392, 5.8272, -1.0847], [-7.3769, -3.3653, 0.4956], [2.4444, -4.5499, -6.2423], [1.7952, 12.1620, -0.9039], [-6.1582, -2.3277, -0.3435], [1.4052, 10.0352, -1.4686], [-9.2641, -4.5651, -1.1383], [0.4428, -5.7198, -1.3529], [5.2838, -1.0963, 7.9446], [0.4899, 9.3453, 0.4083], [-13.5812, -2.8982, -1.7549], [5.4916, -2.7201, 5.0481], [-8.0679, -1.9919, -3.5750], [-1.4860, 7.2582, 0.6935], [0.7554, -0.8838, 1.7777], [4.2157, -1.1153, 8.1612], [0.2129, 7.4633, -1.3632], [6.4439, -1.1244, 3.9529], [-9.2296, -3.5619, -1.5632], [-7.4974, -4.8944, -2.6790], [-1.2223, 8.1086, 1.3223], [5.0425, -2.3591, 5.9733], [8.8992, 0.0365, 2.7964], [4.8134, 0.9810, 6.3760], [-9.6001, -3.6366, -2.5856], [2.8887, -6.9215, -0.1607], [6.0207, -3.9373, 6.8487], [-2.3190, 6.7105, 1.1344], [4.5769, 0.3566, 4.8316], [-9.7703, -2.7497, 0.3458], [2.7986, -4.6777, -2.8238], [6.8533, -0.5843, 6.0032], [4.7276, -2.9518, -2.7938], [0.0321, 0.1202, 1.2770], [-5.3724, -1.6574, -2.2502], [-2.5427, 9.8048, -0.5173], [3.9201, -3.9209, -3.6408], [4.4766, 0.0713, 5.8788], [4.5986, -5.5850, -6.5604], [8.8466, -1.4907, 4.2716], [-7.5478, -1.8620, -2.6259], [5.1972, -3.2866, 7.1427], [3.3017, -3.3590, -6.9649], [2.4188, -6.4625, -1.0306], [-2.3079, 6.7000, -1.6473], [-0.5743, 6.6702, 0.5881], [-2.9513, 8.8039, -0.6564], [1.1290, -5.8768, -0.5207], [2.2401, 11.1709, -0.8162], [5.2060, -2.8986, 9.2805], [-12.2623, -2.0279, -2.4471], [5.6380, -2.5357, 8.3478], [3.2087, -3.0647, -4.7732], [-6.0585, -2.0115, -3.0195], [-3.1801, 7.3126, -3.4782], [7.0640, -0.4127, 4.4979], [3.3876, -5.5253, -1.6392], [0.2152, 0.6420, 0.1734], [-0.8534, 0.5375, 2.0684], [2.3621, 11.0052, 0.2542], [-1.7805, 7.7916, -0.7326], [2.1021, -3.9364, -2.4322], [-12.2113, -2.5422, 0.0754], [0.1614, -0.7626, 2.5221], [-10.2002, -1.6841, -0.9259], [-6.8382, -4.1679, -2.2040], [-3.5224, 8.5802, 0.2446], [3.7371, -2.1163, -4.8703], [6.7107, -2.5969, 8.5313], [6.5968, 0.5209, 4.1843], [-0.5502, 10.3663, -0.6654], [9.1791, 0.1523, 4.8799], [3.9733, -2.3886, 5.7635], [-10.1937, -2.7408, -0.6586], [3.2876, -3.8969, -6.0170], [4.5474, -4.6839, -5.9492], [5.8030, -0.2239, 8.3413], [-7.2139, -2.5792, -0.2416], [2.3813, -5.2745, -3.6348], [5.3215, -4.0205, -6.3347], [7.3930, 0.0802, 6.6779], [-0.7392, 8.6335, -2.3632], [5.7942, -4.8409, -4.1560], [3.7084, -4.7114, -0.9889], [-12.5087, -2.9602, -1.9388], [5.4603, -1.0080, 6.4016], [-4.6766, 8.9278, -1.8871], [1.3245, -4.9710, 0.0533], [-6.2316, -3.7109, -4.2892], [3.4703, -0.1277, 6.2475], [3.2787, 11.1360, -1.1452], [4.0578, -2.1851, -2.4044]]}

***

Entry 6:
{"formula": "C10H10O2", "method": "ωB97M-V/def2-TZVPD", "gap_ev": 9.5, "de_lowest_kj_mol": 503.0, "lumo_ev": -0.106, "symbols": ["C", "C", "C", "C", "H", "C", "O", "H", "C", "H", "H", "H", "C", "H", "C", "H", "C", "H", "C", "H", "O", "H"], "xyz": [[0.8042, 2.1717, -0.0963], [1.8063, -1.7787, -0.0663], [2.6209, 0.4321, 0.1028], [0.2675, 0.0588, -0.2796], [-1.3980, 0.8694, -1.4775], [0.4832, -1.3519, -0.3890], [-0.4673, 2.1986, -0.3870], [3.3610, 0.9411, 0.7216], [-2.7611, -0.8023, 0.2514], [-0.2284, -1.9004, -0.8362], [-2.5987, 1.4457, 0.2966], [3.8517, -1.1377, 0.1206], [-0.9536, 0.8744, -0.6103], [-1.7931, -1.7734, 0.9662], [-2.0547, 0.5356, 0.3192], [-2.6460, -1.2357, -0.8052], [1.3147, 0.9061, -0.0949], [1.7946, -2.7811, -0.1571], [2.7442, -0.9214, 0.1154], [-1.6606, 0.6377, 1.4728], [1.3570, 3.2853, 0.1798], [-3.8440, -0.6738, 0.6532]]}

***

no.,molar mass (g/mol),E (eV)
1,330.0,-163469.997
2,178.2,-18242.636
3,297.6,-43576.959
4,697.6,-91845.611
5,630.1,-51759.924
6,162.2,-14622.733